The following is a DFT calculation (ωB97M-V/def2-TZVPD) of 3 unconnected molecules or ions with the total composition C3H14N2O2S at a distorted geometry.

Total charge: 0
E_tot, eV: -21245.9980
Orbital gap, hartree: 0.356
Largest force on an atom, eV/Å: 9.1
Relative energy (zero: lowest compared OMol25 entry of this formula, charge and spin), kJ/mol: 229.6
Lowest unoccupied orbital energy, eV: 0.568

```
22
Properties=species:S:1:pos:R:3:forces:R:3
N 0.118906 -1.752725 -1.195575 3.91 -1.31 2.78
C 1.221674 -1.021127 -0.392256 -0.58 -1.74 -0.78
C 0.752820 0.293530 0.359532 1.59 4.05 -3.87
N 0.402354 1.476810 -0.733188 -2.72 -3.79 2.23
C 1.719809 1.094756 1.299809 -0.59 -2.60 1.77
S 1.187657 2.665446 2.009472 -1.67 -0.14 -0.41
H -0.441715 -1.164444 -1.671366 -1.79 2.72 -2.07
H -0.488047 -2.197885 -0.562735 -0.61 -0.98 0.88
H 2.007098 -1.104860 -1.233265 -0.50 1.62 1.88
H 1.574029 -1.732377 0.417770 -0.45 0.66 -0.95
H -0.154980 0.144859 0.959885 0.11 -0.30 -0.51
H 0.891325 1.534256 -1.554825 1.69 -1.13 -2.53
H 0.594752 2.337068 -0.350060 0.20 2.21 1.72
H 2.792533 1.187157 1.180697 0.05 -0.20 -0.98
H 1.598648 0.436260 2.152007 0.78 -0.21 0.71
H -0.142016 2.243899 2.092987 1.13 0.63 0.13
O -2.050205 -0.019778 -1.214845 -2.29 -1.20 -1.31
H -1.535288 0.718084 -0.948685 1.17 1.81 0.01
H -2.717918 0.226965 -1.898415 0.98 -0.01 1.02
O -2.263772 -2.077279 0.575980 8.89 -0.92 -1.83
H -1.982505 -1.347455 -0.023063 -0.65 -0.50 0.43
H -3.085158 -1.941156 0.730147 -8.66 1.34 1.69
```
Forces are in eV/Å.

Löwdin atomic charge list, values in e, 6 entries: N 0.018; C -0.170; C -0.285; N 0.021; C -0.571; S 0.702